Below is a 2-piece molecular cluster, C4H2BrP overall in a non-equilibrium geometry, with properties calculated with the ωB97M-V functional and the def2-TZVPD basis.

Output
gap between HOMO and LUMO (spin up / spin down)	0.307 / 0.189	Eh
net charge	0
DFT total energy	-83505.4315	eV
spin multiplicity	1
maximum force	0.06975	Eh/bohr
relative energy (zero: lowest compared OMol25 entry of this formula, charge and spin)	218.3	kJ/mol
highest occupied orbital energy (spin up / spin down)	-10.5 / -8.5	eV

The geometry in XYZ format:
```
8
C4H2BrP (the ωB97M-V functional and the def2-TZVPD basis)
C 1.31 0.00 2.29
C 0.17 0.58 -2.14
C 0.61 -0.39 1.36
C -0.08 0.03 -1.10
P -0.49 -1.08 0.25
Br -3.93 -0.21 -0.59
H 2.07 -0.13 2.97
H 0.33 1.20 -3.04
```

Löwdin atomic charge list, values in e, 6 entries: number 1, C, carries 0.076; number 2, C, carries 0.034; number 3, C, carries -0.482; number 4, C, carries -0.468; number 5, P, carries 0.856; number 6, Br, carries -0.072